C13H23Cl2NOSc | ωB97M-V with the def2-TZVPD basis set

Output
Energy relative to the best compared isomer or geometry (same formula, charge and spin)   139.2 kJ/mol
Lowest unoccupied orbital energy   2.32 eV
E   -2320.31497 hartree
Highest occupied orbital energy   -2.00 eV
Kohn-Sham gap   4.3247 eV

Geometry as ORCA input:
```
! RIJCOSX wB97M-V def2-TZVPD def2/J DEFGRID3
* xyz -1 1
Sc 0.81 -0.33 -0.86
Cl 0.69 -2.68 -1.26
Cl 1.94 1.64 -0.03
C 2.27 -0.25 -2.55
H 3.05 0.54 -2.24
H 2.75 -1.21 -2.76
C -0.64 0.47 -2.40
C 0.85 0.25 -3.00
H -1.16 0.58 -1.37
C 0.58 -0.62 -4.26
H 1.02 1.39 -3.40
C -0.49 -0.08 -5.22
H 1.59 -0.52 -4.73
H 0.43 -1.65 -4.00
C -1.81 -0.12 -4.46
H -0.30 0.90 -5.60
H -0.56 -0.73 -6.15
C -1.66 0.97 -3.36
H -2.66 0.09 -5.12
H -1.92 -1.11 -3.98
H -1.31 1.92 -3.80
H -2.69 1.11 -2.91
O -0.29 -0.31 0.88
C -0.19 -0.41 2.10
C 1.10 -0.59 2.86
C 1.39 0.53 3.85
C 0.66 0.44 5.18
C -0.85 0.56 5.08
C -1.50 -0.54 4.26
N -1.35 -0.36 2.79
H 1.01 -1.54 3.41
H 1.91 -0.67 2.14
H 2.47 0.52 4.06
H 1.19 1.51 3.36
H 0.90 -0.54 5.65
H 1.03 1.21 5.85
H -1.28 0.55 6.08
H -1.11 1.55 4.63
H -1.11 -1.52 4.57
H -2.56 -0.54 4.47
H -2.20 -0.40 2.25
*
```

=====

C13H23ClIOP2Pr | ωB97M-V with the def2-TZVPD basis set

Output
⟨S²⟩   2.004
Energy relative to the best compared isomer or geometry (same formula, charge and spin)   0.0 kJ/mol
Lowest unoccupied orbital energy (alpha / beta)   -8.52 / -7.61 eV
E   -2541.46149 hartree
Highest occupied orbital energy (alpha / beta)   -15.11 / -15.11 eV
Kohn-Sham gap (alpha / beta)   6.5871 / 7.4955 eV

Geometry as ORCA input:
```
! RIJCOSX wB97M-V def2-TZVPD def2/J DEFGRID3
* xyz 2 3
C 2.44 -2.22 0.25
I 3.38 0.43 0.18
H 1.52 -1.89 0.76
H 3.27 -2.30 0.97
H 2.25 -3.22 -0.16
Pr -1.53 1.32 0.56
P -0.22 0.67 -1.85
C 1.12 1.37 -2.85
C -0.50 -0.96 -2.61
H -2.60 1.44 -1.87
H -1.90 1.14 -3.48
H -1.47 2.65 -2.62
C -1.70 1.58 -2.50
H -1.25 -1.52 -2.03
H -0.87 -0.82 -3.64
H 0.74 1.63 -3.85
H 1.96 0.66 -2.93
H 0.44 -1.53 -2.63
H 1.49 2.29 -2.37
C 2.80 -1.32 -0.87
O 2.80 -1.49 -2.07
Cl -3.67 0.04 0.13
C -1.84 -1.93 2.82
P -0.86 -0.39 2.71
C -2.10 0.87 3.32
C 0.26 -0.56 4.14
C -0.24 -0.78 5.43
C 0.65 -0.90 6.50
C 2.03 -0.83 6.29
C 2.53 -0.61 4.99
C 1.65 -0.47 3.92
H -2.61 -1.95 2.04
H -2.31 -2.01 3.81
H -1.15 -2.77 2.68
H -2.48 0.50 4.28
H -1.60 1.84 3.49
H -2.97 0.98 2.64
H -1.32 -0.86 5.61
H 0.26 -1.05 7.51
H 2.72 -0.94 7.13
H 3.60 -0.56 4.82
H 2.03 -0.28 2.91
*
```

=====

C13H23ClN2O5P | ωB97M-V with the def2-TZVPD basis set

Output
Lowest unoccupied orbital energy   -3.58 eV
E   -1796.05911 hartree
Highest occupied orbital energy   -12.77 eV
Kohn-Sham gap   9.1841 eV

Geometry as ORCA input:
```
! RIJCOSX wB97M-V def2-TZVPD def2/J DEFGRID3
* xyz 1 1
C -2.70 0.86 4.58
C -2.25 0.67 3.05
C -1.16 -0.52 2.84
C 0.10 -0.43 3.84
C -0.64 -0.34 1.31
N -1.33 0.45 0.33
C -0.69 0.50 -0.98
P -1.28 1.42 -2.55
O -2.92 0.89 -2.76
Cl -1.36 3.51 -2.16
C 0.56 -0.39 -0.71
C 1.76 -0.73 -1.76
C 2.99 0.25 -1.43
O 3.30 0.40 -0.21
O 3.75 0.97 -2.40
C 3.45 2.37 -2.14
C 2.33 3.07 -3.04
O 4.02 3.06 -1.27
N 0.52 -0.88 0.66
C 1.54 -1.79 1.24
H -2.31 1.88 4.97
H -3.85 0.91 4.66
H -2.28 0.03 5.27
H -3.15 0.52 2.34
H -1.76 1.66 2.70
H -1.72 -1.51 2.86
H -0.15 -0.05 4.88
H 0.92 0.18 3.31
H 0.51 -1.49 3.95
H -2.21 0.98 0.38
H -3.48 1.65 -2.48
H 1.33 -0.60 -2.81
H 2.13 -1.80 -1.60
H 1.83 2.32 -3.76
H 2.87 3.91 -3.61
H 1.52 3.58 -2.39
H 1.13 -2.50 2.04
H 2.46 -1.25 1.67
H 1.92 -2.47 0.39
C -0.89 -3.57 -3.09
O -0.62 -2.18 -3.24
H -0.09 -4.02 -2.51
H -1.84 -3.70 -2.56
H -0.94 -4.04 -4.07
H -1.34 -1.81 -3.76
*
```

=====

C13H23F5HgNO2P2 | ωB97M-V with the def2-TZVPD basis set

Output
Energy relative to the best compared isomer or geometry (same formula, charge and spin)   0.0 kJ/mol
Lowest unoccupied orbital energy   -3.30 eV
E   -2049.67141 hartree
Highest occupied orbital energy   -11.29 eV
Kohn-Sham gap   7.9907 eV

Geometry as ORCA input:
```
! RIJCOSX wB97M-V def2-TZVPD def2/J DEFGRID3
* xyz 1 1
Hg -1.30 -0.12 0.29
P -0.42 2.09 0.99
C 1.32 2.46 0.46
C 2.29 1.30 0.55
N 1.75 0.10 0.36
C 2.50 -0.99 0.33
C 3.89 -0.94 0.59
C 4.47 0.30 0.80
C 3.67 1.44 0.76
C 1.75 -2.28 0.06
P 0.08 -2.03 -0.72
H 4.11 2.42 0.91
H 4.50 -1.84 0.63
H 5.53 0.39 0.98
H 2.35 -2.92 -0.61
H 1.56 -2.81 1.01
H 1.21 2.77 -0.61
H 1.67 3.30 1.08
H -0.71 1.00 -4.11
O -0.07 1.50 -3.53
H 0.19 2.28 -4.04
H -2.80 -0.67 -3.69
O -1.89 -0.69 -4.03
H -1.94 -1.27 -4.81
C 0.54 -1.94 -2.46
H 1.12 -2.84 -2.73
H -0.33 -1.80 -3.11
H 1.18 -1.05 -2.60
C -0.70 -3.68 -0.51
H -1.75 -3.62 -0.84
H -0.17 -4.46 -1.08
H -0.70 -3.95 0.56
C -0.27 2.20 2.78
H 0.11 3.18 3.06
H -1.23 2.02 3.28
H 0.43 1.43 3.12
C -1.44 3.52 0.50
H -2.50 3.33 0.74
H -1.11 4.43 1.02
H -1.36 3.66 -0.59
F -2.06 -0.92 3.14
C -2.73 -0.97 1.94
F -2.80 -2.30 1.58
C -4.15 -0.40 2.11
F -4.81 -0.94 3.16
F -4.12 0.95 2.30
F -4.85 -0.67 0.98
*
```

=====

C13H23F5NOPRuTe | ωB97M-V with the def2-TZVPD basis set

Output
⟨S²⟩   6.021
Energy relative to the best compared isomer or geometry (same formula, charge and spin)   88.5 kJ/mol
Lowest unoccupied orbital energy (alpha / beta)   -7.80 / -9.64 eV
E   -1841.90010 hartree
Highest occupied orbital energy (alpha / beta)   -15.23 / -15.99 eV
Kohn-Sham gap (alpha / beta)   7.4312 / 6.3489 eV

Geometry as ORCA input:
```
! RIJCOSX wB97M-V def2-TZVPD def2/J DEFGRID3
* xyz 2 5
C -0.71 -4.62 -1.15
C -0.49 -3.59 -2.05
C -0.31 -2.24 -1.64
C -0.26 -2.03 -0.25
C -0.67 -3.05 0.65
C -0.82 -4.37 0.23
C 0.04 -1.25 -2.73
C -0.81 -0.12 -3.42
N -2.06 0.42 -2.93
Ru 0.78 -0.79 1.01
C -0.83 -2.61 2.08
P -1.22 -0.78 1.96
H -0.42 -3.82 -3.12
H -1.00 -5.17 0.96
H -0.82 -5.63 -1.51
H 0.12 -2.67 2.63
H -1.67 -3.05 2.62
H 0.99 -0.76 -2.47
H 0.23 -1.91 -3.59
H -0.15 0.76 -3.48
C -0.92 -0.12 3.62
C -3.04 -0.93 1.79
H -1.01 -0.43 -4.46
C -3.02 -0.46 -2.30
C -1.96 1.74 -2.30
H 1.31 0.53 2.11
H -3.95 -0.50 -2.87
H -2.61 -1.46 -2.19
H -3.27 -0.05 -1.31
H -2.54 2.48 -2.84
H -2.35 1.68 -1.28
H -0.91 2.04 -2.27
H -3.45 -1.42 2.68
H -3.50 0.07 1.70
H -3.33 -1.53 0.92
H -1.29 -0.79 4.41
H 0.14 0.07 3.73
H -1.46 0.83 3.65
H 0.66 0.77 1.85
F 3.13 1.72 1.22
Te 2.55 1.92 -0.60
F 3.74 3.42 -0.68
F 2.04 2.20 -2.42
F 1.15 3.10 -0.05
F 3.95 0.78 -1.20
O 1.40 0.43 -0.30
*
```

=====

C13H23FIN2O4SV | ωB97M-V with the def2-TZVPD basis set

Output
⟨S²⟩   0.754
Energy relative to the best compared isomer or geometry (same formula, charge and spin)   3.5 kJ/mol
Lowest unoccupied orbital energy (alpha / beta)   -2.53 / -2.53 eV
E   -2659.21690 hartree
Highest occupied orbital energy (alpha / beta)   -9.24 / -8.68 eV
Kohn-Sham gap (alpha / beta)   6.7106 / 6.1482 eV

Geometry as ORCA input:
```
! RIJCOSX wB97M-V def2-TZVPD def2/J DEFGRID3
* xyz 1 2
V -0.37 -0.22 0.33
C -0.21 2.64 1.71
O 0.17 1.28 1.91
C 1.49 1.15 2.43
C 1.62 -0.29 2.86
O 1.22 -1.10 1.76
C 2.12 -2.11 1.30
C 2.16 -2.01 -0.21
O 0.81 -2.00 -0.66
C 0.72 -2.17 -2.08
H -0.13 3.17 2.66
H -1.25 2.64 1.38
H 0.43 3.10 0.95
H 1.61 1.82 3.28
H 2.20 1.42 1.64
H 0.95 -0.50 3.70
H 2.65 -0.51 3.16
H 1.74 -3.09 1.62
H 3.11 -1.96 1.73
H 2.69 -2.88 -0.63
H 2.67 -1.10 -0.55
H 1.10 -3.16 -2.35
H 1.30 -1.39 -2.59
H -0.33 -2.08 -2.34
F -1.60 -0.72 -0.96
S 1.06 1.14 -1.14
C 0.13 2.06 -2.24
N 0.77 2.98 -3.00
C 0.18 3.78 -3.93
C -1.16 3.68 -4.14
C -1.88 2.73 -3.39
C -1.26 1.93 -2.47
H 1.77 3.06 -2.85
H 0.84 4.45 -4.45
H -1.63 4.31 -4.88
H -2.94 2.62 -3.55
H -1.79 1.16 -1.91
N -2.74 -2.29 3.26
C -2.10 -2.05 2.11
O -1.71 -0.91 1.82
C -1.87 -3.20 1.18
I -3.65 -3.70 0.15
H -2.99 -1.51 3.85
H -3.21 -3.17 3.41
H -1.55 -4.09 1.71
H -1.13 -2.91 0.43
*
```